Record 1
The following is a DFT calculation (wB97M-V/def2-TZVPD) of C6H10N as an isolated structure in a non-equilibrium geometry.

Structure (XYZ):
```
17
Properties=species:S:1:pos:R:3
C -0.64402 -1.67349 -0.12545
C 0.22647 -1.30950 0.82439
C -0.27879 -0.51559 -0.97127
C 0.74668 -0.11439 0.05606
C 2.18225 0.24274 0.09444
C -1.74369 1.05965 0.40715
N -0.43308 0.74825 -0.29220
H -1.48955 -2.32550 -0.21510
H 0.29268 -1.34110 1.91452
H -0.03652 -0.73924 -2.41056
H 2.43760 0.68129 -0.81193
H 2.67481 -0.70649 0.07644
H 2.26053 1.13126 0.72311
H -2.08637 0.04227 0.49874
H -1.58243 1.58606 1.26754
H -2.26072 1.63362 -0.24804
H -0.26585 1.60017 -0.78785
```

## Properties
Frontier orbital gap = 10.5 eV
Strongest force on any atom = 7.54 eV/A
Energy above the lowest of the compared OMol25 structures with the same formula, charge and spin = 4.623 eV
Charge = +1
Energy = -7861.72512 eV

Record 2
The following is a DFT calculation (wB97M-V/def2-TZVPD) of a 3-piece molecular cluster, C15H29F2N2O8S2 overall.

Structure (XYZ):
```
58
Properties=species:S:1:pos:R:3
C 2.22528 -2.42286 -2.12729
C 1.36441 -1.28718 -1.56539
O 0.06565 -1.38391 -2.14108
C -0.97216 -0.79647 -1.39592
C -1.27775 0.65830 -1.76576
O -0.10380 1.27966 -2.23390
C -0.14052 2.68260 -2.11631
C -0.01270 3.10331 -0.64248
C 0.85088 2.07662 0.16794
O 0.24032 1.50430 1.09562
O 2.03118 1.96783 -0.18747
N 0.44417 4.51611 -0.52047
C 1.85771 4.72420 -0.87021
C 2.21924 6.19177 -0.90730
F 1.74344 6.83059 -2.05098
C 0.13948 4.99548 0.77865
O -0.75980 5.74565 1.01018
N 1.04049 4.54700 1.84217
C 0.43959 3.72398 2.81899
O -0.69833 3.59153 3.09101
F 1.41883 3.13511 3.53316
H 1.62987 -2.98246 -2.84707
H 2.59301 -3.08691 -1.34857
H 3.08836 -2.01571 -2.66127
H 1.78395 -0.30623 -1.80536
H 1.31416 -1.33969 -0.47073
H -1.86197 -1.40799 -1.55937
H -0.76009 -0.82217 -0.32441
H -2.10480 0.74838 -2.48722
H -1.60090 1.14057 -0.83428
H -1.09842 3.06833 -2.49703
H 0.65370 3.07849 -2.74715
H -1.01906 3.07875 -0.21598
H 2.53721 4.22344 -0.17442
H 2.03306 4.32047 -1.86549
H 1.85739 6.74277 -0.03226
H 3.31034 6.27917 -0.91885
H 1.42990 5.36407 2.30282
C -0.49050 -5.19481 0.42049
S 0.58717 -6.19911 -0.61029
O 1.37197 -5.26682 -1.45530
C -0.71877 -6.89641 -1.63301
H 0.14876 -4.61294 1.08091
H -1.08113 -4.51808 -0.19828
H -1.13706 -5.84790 1.00948
H -1.26146 -6.08678 -2.12100
H -1.38701 -7.49313 -1.01172
H -0.24575 -7.53023 -2.38049
C -1.52679 -1.00194 3.35059
S -1.57380 -2.50110 2.36715
O -2.27171 -2.19172 1.09686
C -2.77152 -3.36918 3.39473
H -0.86512 -0.29961 2.84263
H -2.53110 -0.58394 3.41789
H -1.13260 -1.23319 4.34024
H -3.69142 -2.78657 3.44421
H -2.35554 -3.52101 4.39106
H -2.96795 -4.33242 2.92733
```

## Properties
Frontier orbital gap = 6.9 eV
Strongest force on any atom = 0.57 eV/A
Energy above the lowest of the compared OMol25 structures with the same formula, charge and spin = 0.000 eV
Charge = -1
Energy = -62490.12475 eV

Number 1: LUMO -3.93 eV. Number 2: LUMO 2.13 eV.